(1)
# C10H11N3S

C10H11N3S in the gas phase (ωB97M-V with the def2-TZVPD basis set, the Open Molecules 2025 dataset).

XYZ file:
```
25
Properties=species:S:1:pos:R:3
C 4.38710 -0.10475 -0.06238
C 2.08263 0.55113 0.25296
C 0.63082 0.70934 0.49157
C -0.25625 -0.41895 -0.08851
C -1.71978 -0.21275 0.04077
C -2.45446 -1.35456 -0.20181
C -3.84815 -1.29103 -0.13677
C -4.38213 -0.00372 0.02381
C -3.65473 1.20999 0.07933
C -2.31439 1.03132 0.15235
H 6.29386 0.04441 -0.68616
H 6.04270 -1.52031 -0.07459
H 0.63329 0.79656 1.56205
H 0.41255 1.66473 0.19491
H 0.08422 -0.49004 -1.13229
H 0.03477 -1.29324 0.36660
H -1.97227 -2.28666 -0.37615
H -4.51535 -2.14168 -0.29670
H -5.40335 0.15308 -0.21923
H -4.16237 2.16895 0.09559
H -1.65887 1.89208 0.28703
N 5.66971 -0.57675 -0.20827
N 4.20068 1.14409 -0.36022
N 2.84725 1.44633 -0.14841
S 3.02253 -1.11758 0.44454
```

Values from the calculation:
frontier orbital gap	9.328	eV
relative energy (zero: lowest compared OMol25 entry of this formula, charge and spin)	7.2	kcal/mol
SMILES	Nc1nnc(CCc2ccccc2)s1
HOMO level	-8.81	eV

Results of the Löwdin charge analysis, in e, for atoms 1 through 2: atom 1 (C): -0.748, atom 2 (C): -0.517


(2)
# C39H36AsGeN4O3S4W

A molecular structure, C39H36AsGeN4O3S4W (ωB97M-V with the def2-TZVPD basis set, the Open Molecules 2025 dataset).

XYZ file:
```
89
Properties=species:S:1:pos:R:3
W 1.04729 -0.21772 -0.57139
N 4.14004 0.08037 1.01040
N 4.82730 -0.74113 0.13187
C 4.24145 -1.74990 -0.49041
N 5.00323 -2.58318 -1.18773
S 2.56712 -2.19249 -0.37024
H 4.04573 1.00799 0.61246
H 4.61268 0.10716 1.90465
H 5.77816 -0.50926 -0.12768
H 5.97791 -2.38362 -1.35074
H 4.54814 -3.20235 -1.83801
S 1.98750 2.05405 3.48031
C 1.53526 1.31398 2.16789
N 1.19070 0.75610 1.17456
O 2.70131 0.90436 -1.27674
S 2.84328 0.66842 -2.79487
O 3.95068 -0.20957 -3.05211
O 2.78932 1.90576 -3.50750
S 1.05537 -0.37046 -2.95054
C -4.16274 2.73302 1.45039
C -3.11977 2.00412 2.00467
C -1.95334 1.79852 1.28220
C -1.81995 2.33573 0.00474
C -2.86150 3.07741 -0.54468
C -4.03329 3.26550 0.17570
As -0.15073 2.15792 -0.95890
C -0.62545 2.62882 -2.76309
C -1.50062 1.79145 -3.45107
C -1.87646 2.09665 -4.74747
C -1.36933 3.23405 -5.36465
C -0.49734 4.06575 -4.68128
C -0.12391 3.76780 -3.37665
C 0.90686 3.61696 -0.26595
C 2.12934 3.93877 -0.85411
C 2.89420 4.96718 -0.32487
C 2.45261 5.66698 0.79025
C 1.23838 5.34340 1.37483
C 0.46251 4.31959 0.84908
H -5.07324 2.89066 2.01353
H -3.21426 1.58874 3.00028
H -1.14734 1.22474 1.72323
H -2.76528 3.51110 -1.53170
H -4.84120 3.83889 -0.25920
H -1.89972 0.90232 -2.97520
H -2.55984 1.44744 -5.27855
H -1.65695 3.46968 -6.38065
H -0.10222 4.95134 -5.16056
H 0.55242 4.42658 -2.84970
H 2.48226 3.40397 -1.72603
H 3.83680 5.22370 -0.79075
H 3.05438 6.46748 1.20004
H 0.88911 5.88572 2.24339
H -0.48447 4.07901 1.31404
C -0.65613 -0.86567 -0.73777
Ge -0.69530 -2.41547 0.69912
C 0.03932 -4.02609 -0.07914
C 0.47986 -5.05369 0.75361
C 0.94745 -6.24361 0.21190
C 0.97547 -6.41410 -1.16467
C 0.53070 -5.39855 -2.00127
C 0.06383 -4.21072 -1.46026
C -0.00130 -1.92803 2.44315
C 1.24131 -2.34096 2.91645
C 1.65869 -1.98602 4.19220
C 0.84165 -1.21071 5.00094
C -0.39942 -0.79433 4.53886
C -0.82060 -1.15678 3.26919
C -2.63742 -2.55444 0.75989
C -3.49077 -1.45623 0.69958
C -4.86338 -1.62371 0.81281
C -5.39530 -2.89437 0.98153
C -4.55392 -3.99599 1.03309
C -3.18062 -3.82824 0.92009
H -1.61296 -0.92780 -1.24564
H 0.46301 -4.93189 1.83090
H 1.28674 -7.03696 0.86496
H 1.33808 -7.34231 -1.58660
H 0.54484 -5.53390 -3.07497
H -0.27020 -3.42133 -2.12553
H 1.89456 -2.93746 2.29133
H 2.62267 -2.31832 4.55539
H 1.17193 -0.92811 5.99187
H -1.04098 -0.19465 5.17153
H -1.80635 -0.85607 2.92983
H -3.09532 -0.45749 0.56373
H -5.51528 -0.76049 0.76555
H -6.46585 -3.02689 1.06633
H -4.96594 -4.98890 1.15651
H -2.53544 -4.69919 0.95004
```

Values from the calculation:
frontier orbital gap	6.746	eV
relative energy (zero: lowest compared OMol25 entry of this formula, charge and spin)	0.5	kcal/mol
charge	+1
HOMO level	-11.00	eV

Results of the Löwdin charge analysis, in e, for atoms 1 through 2: atom 1 (W): 0.979, atom 2 (N): 0.050


Among the records above, which one has the lowest frontier orbital gap? C39H36AsGeN4O3S4W


Among the records above, which one has the highest frontier orbital gap? C10H11N3S


What is the formula in the first record? C10H11N3S